# 1
77
Properties=species:S:1:pos:R:3:lowdin_spin:R:1 method="wB97M-V/def2-TZVPD" gap_ev="5.6 / 4.6" homo_energy_ev="-19.128 / -18.998" multiplicity=4 de_lowest_kcal_mol=4.70 charge=+4 e_lumo_ev="-13.52 / -14.38"
Tc 0.08 -0.03 -0.11 2.682
C -0.93 -4.31 -0.79 0.000
C -1.04 -2.97 -0.43 0.023
N -0.03 -2.11 -0.55 0.022
C 1.15 -2.57 -1.07 0.008
C 1.35 -3.90 -1.46 0.002
C 0.25 -4.78 -1.31 0.025
C 2.62 -4.29 -2.00 0.001
C 3.63 -3.40 -2.12 0.003
C 3.45 -2.04 -1.71 0.001
C 4.46 -1.06 -1.81 0.038
C 4.21 0.23 -1.40 0.001
C 2.96 0.56 -0.89 0.030
N 1.98 -0.35 -0.77 0.013
C 2.22 -1.64 -1.18 0.007
H -1.78 -4.96 -0.66 0.000
H -1.96 -2.57 -0.02 0.001
H 0.35 -5.82 -1.60 0.001
H 2.75 -5.32 -2.30 0.000
H 4.58 -3.70 -2.52 0.000
H 5.43 -1.32 -2.21 0.001
H 4.96 1.01 -1.47 -0.001
H 2.73 1.57 -0.57 0.002
C 1.73 0.72 2.40 0.014
N 2.07 0.50 3.76 0.026
C 0.94 0.75 4.66 0.001
N -0.07 -0.24 4.28 0.017
C -0.53 -0.04 2.95 0.009
N 0.61 -0.27 1.94 0.029
C 1.16 -1.70 2.25 0.010
N 1.54 -1.82 3.62 0.028
C 2.59 -0.86 3.96 0.003
C 0.39 -1.62 4.50 0.001
H 2.59 0.53 1.76 0.001
H 1.34 1.73 2.25 0.002
H 0.56 1.76 4.53 0.000
H 1.24 0.60 5.69 0.000
H -0.87 0.99 2.82 0.001
H -1.34 -0.74 2.70 0.002
H 2.02 -1.85 1.60 0.000
H 0.36 -2.40 2.02 0.001
H 3.46 -1.02 3.32 0.000
H 2.89 -0.99 5.00 0.000
H 0.69 -1.74 5.54 0.000
H -0.40 -2.32 4.27 0.000
C -1.69 6.41 -2.31 -0.003
C -0.37 5.94 -2.29 0.001
C -0.09 4.69 -1.76 0.000
C -1.16 3.93 -1.29 0.000
C -2.48 4.38 -1.29 -0.003
C -2.73 5.63 -1.82 0.000
As -0.80 2.18 -0.62 -0.026
C -2.28 1.24 0.20 -0.003
C -2.92 1.59 1.39 0.005
C -4.04 0.90 1.78 -0.005
C -4.52 -0.17 1.01 -0.008
C -3.89 -0.53 -0.17 0.005
C -2.78 0.18 -0.60 -0.007
C -2.08 -0.01 -1.89 0.005
C -2.46 -0.84 -2.93 0.008
C -1.68 -0.89 -4.08 -0.011
C -0.50 -0.14 -4.20 0.012
C -0.10 0.69 -3.17 0.003
C -0.89 0.76 -2.01 0.021
H -1.89 7.39 -2.72 0.000
H 0.43 6.56 -2.67 0.000
H 0.93 4.34 -1.72 0.000
H -3.29 3.77 -0.91 0.000
H -3.74 6.01 -1.84 0.000
H -2.58 2.44 1.98 0.001
H -4.58 1.19 2.68 0.000
H -5.41 -0.70 1.33 0.000
H -4.31 -1.34 -0.77 0.000
H -3.37 -1.43 -2.88 0.001
H -1.99 -1.51 -4.91 -0.001
H 0.07 -0.19 -5.12 0.001
H 0.78 1.31 -3.28 0.000

***

# 2
75
Properties=species:S:1:pos:R:3:lowdin_spin:R:1 method="wB97M-V/def2-TZVPD" gap_ev="8.1 / 6.0" homo_energy_ev="-11.130 / -11.133" multiplicity=2 de_lowest_kcal_mol=0.00 charge=+1 e_lumo_ev="-2.99 / -5.11"
Ti -1.86 2.37 -0.38 0.000
C -1.86 1.51 4.10 0.038
C -2.78 0.37 4.50 0.010
S -3.66 -0.43 3.12 0.029
C -3.14 -2.14 3.35 0.002
C -1.63 -2.33 3.33 0.036
S -0.88 -1.32 2.01 0.411
C 0.77 -1.11 2.74 0.015
C 0.59 -0.03 3.81 0.015
S -0.49 1.17 2.98 0.397
H -1.43 1.95 5.01 0.014
H -2.40 2.29 3.57 0.000
H -3.52 0.79 5.18 0.001
H -2.25 -0.39 5.07 0.000
H -3.61 -2.69 2.54 0.000
H -3.54 -2.54 4.29 0.000
H -1.36 -3.36 3.11 0.014
H -1.18 -2.07 4.28 0.002
H 1.39 -0.76 1.91 0.000
H 1.17 -2.05 3.11 0.002
H 1.52 0.44 4.12 0.003
H 0.10 -0.42 4.70 0.000
O -3.41 1.23 -1.27 0.000
C -2.60 0.27 -1.41 0.000
N -2.58 -0.69 -2.34 0.000
C -1.28 -1.38 -2.29 0.000
C -0.61 -0.62 -1.11 0.000
O 0.51 -0.83 -0.68 0.003
N -1.51 0.25 -0.59 0.001
C -0.54 -1.15 -3.61 0.000
C 0.26 -0.03 -3.80 0.000
C 0.85 0.20 -5.03 0.000
C 0.64 -0.68 -6.08 0.000
C -0.17 -1.79 -5.90 0.000
C -0.76 -2.02 -4.67 0.000
C -1.38 -2.83 -1.88 0.001
C -0.24 -3.63 -1.89 0.000
C -0.29 -4.94 -1.46 0.000
C -1.50 -5.48 -1.01 0.000
C -2.64 -4.69 -1.00 0.000
C -2.58 -3.37 -1.43 0.000
H -3.12 -0.61 -3.19 0.000
H 0.41 0.69 -2.99 0.000
H 1.46 1.08 -5.17 0.000
H 1.10 -0.49 -7.05 0.000
H -0.35 -2.47 -6.72 0.000
H -1.38 -2.90 -4.52 0.000
H 0.70 -3.21 -2.25 0.000
H 0.60 -5.55 -1.48 0.000
H -1.54 -6.51 -0.68 0.000
H -3.58 -5.11 -0.67 0.000
H -3.48 -2.76 -1.41 0.000
F -0.06 5.01 -1.61 0.000
Te 0.41 4.54 0.22 0.000
F 1.67 4.07 1.72 0.002
F -2.60 2.04 1.28 0.006
F -1.35 2.55 -2.13 0.000
F -2.19 4.17 -0.15 0.000
O -0.06 2.74 0.20 0.000
C 2.76 1.03 -0.74 0.000
N 3.60 1.93 0.06 0.000
C 4.48 1.54 1.04 0.000
C 5.00 2.67 1.58 0.000
N 4.44 3.73 0.90 0.000
C 4.65 5.13 1.24 0.000
C 3.59 3.26 -0.02 0.000
Se 2.53 4.27 -1.23 0.000
H 2.97 0.01 -0.43 0.000
H 2.99 1.14 -1.79 0.000
H 1.71 1.24 -0.56 0.000
H 4.66 0.50 1.26 0.000
H 5.72 2.81 2.37 0.000
H 5.70 5.28 1.47 0.000
H 4.03 5.39 2.09 0.000
H 4.38 5.74 0.38 0.000

***

# 3
16
Properties=species:S:1:pos:R:3:lowdin_charge:R:1 method="wB97M-V/def2-TZVPD" gap_ev="9.1 / 6.2" homo_energy_ev="-13.802 / -12.290" multiplicity=1 de_lowest_kcal_mol=60.56 charge=+1 e_lumo_ev="-4.68 / -6.05"
C -0.02 1.12 -1.57 0.176
C -0.90 -0.32 1.20 -0.131
C 0.21 0.66 0.76 -0.106
C 1.32 -0.67 -0.88 0.151
C -0.43 -1.71 1.20 -0.101
N 0.55 0.38 -0.64 -0.201
F 0.62 -2.01 1.91 0.078
H 0.23 0.98 -2.60 0.115
H -0.71 1.90 -1.30 0.114
H -1.20 -0.03 2.22 0.145
H -1.78 -0.23 0.55 0.133
H -0.14 1.69 0.86 0.138
H 1.10 0.52 1.38 0.145
H 1.92 -1.10 -0.10 0.104
H 1.44 -1.02 -1.89 0.112
H -0.95 -2.55 0.77 0.128